(one)
The following is a DFT calculation (ωB97M-V with the def2-TZVPD basis set) of a 2-piece molecular cluster, C5H14N4 overall.

Last column: Löwdin charge in e.
CARTESIAN COORDINATES (ANGSTROEM)
C 1.449 -1.847 -0.013  -0.085
C -0.711 -2.959 -0.030  -0.084
C -0.418 -0.269 1.897  -0.022
N 0.012 -1.705 -0.243  -0.282
C -0.610 -0.523 0.441  -0.491
N -1.225 0.111 -0.445  0.118
H -0.758 -0.722 -1.233  0.181
H 1.942 -0.889 -0.169  0.088
H 1.680 -2.197 1.000  0.083
H -0.344 -3.710 -0.731  0.087
H -1.771 -2.791 -0.214  0.089
H -0.581 -3.343 0.988  0.083
H 1.850 -2.579 -0.716  0.087
H -0.964 0.636 2.157  0.083
H 0.636 -0.129 2.148  0.080
H -0.789 -1.120 2.469  0.081
N -0.739 3.122 -0.871  0.071
C 0.611 3.215 -1.024  -0.426
N 1.323 4.230 -1.299  0.033
H -1.159 2.216 -0.682  0.023
H -1.315 3.926 -1.060  0.087
H 0.763 5.068 -1.466  0.022
H 1.120 2.259 -0.906  0.094

## Properties
- total charge = 0
- E_HOMO (eV) = -8.7
- structure (SMILES) = [H]/N=C(/C)N(C)C.[H]/N=C\N
- HOMO-LUMO gap (eV) = 9.387


(two)
The following is a DFT calculation (ωB97M-V with the def2-TZVPD basis set) of a 2-piece molecular cluster, C5H14N4 overall.

Last column: Löwdin charge in e.
CARTESIAN COORDINATES (ANGSTROEM)
C 1.420 -1.793 -0.233  -0.069
C 1.722 0.706 -0.608  -0.072
C 1.215 -0.398 0.277  -0.413
C 1.087 -0.171 1.640  -0.082
H 2.482 -1.965 -0.432  0.088
H 0.877 -1.955 -1.164  0.062
H 1.071 -2.539 0.476  0.082
H 1.393 1.684 -0.257  0.085
H 2.814 0.697 -0.600  0.089
H 1.409 0.569 -1.644  0.060
H 1.237 -1.010 2.311  0.077
H 1.412 0.787 2.031  0.073
C -1.771 0.342 0.297  -0.548
N -1.172 -0.012 -1.891  -0.016
N -1.637 0.100 1.618  0.077
N -2.548 1.412 -0.140  0.120
N -0.999 -0.338 -0.522  -0.050
H -0.730 -0.747 -2.430  0.061
H -0.720 0.872 -2.121  0.066
H -0.455 -0.084 1.812  0.084
H -1.968 0.862 2.199  0.075
H -2.835 1.317 -1.105  0.069
H -3.300 1.661 0.485  0.083

## Properties
- total charge = 0
- E_HOMO (eV) = -7.6
- structure (SMILES) = NN=C(N)N.C=C(C)C
- HOMO-LUMO gap (eV) = 8.573


(three)
The following is a DFT calculation (ωB97M-V with the def2-TZVPD basis set) of C5H14N4 as an isolated structure.

Last column: Löwdin charge in e.
CARTESIAN COORDINATES (ANGSTROEM)
C -0.440 1.633 -0.460  -0.298
C -0.209 0.483 2.274  -0.122
C 0.387 -2.097 1.130  -0.027
C -1.430 1.359 -1.556  -0.074
N -0.139 0.315 0.842  -0.068
C 0.220 -0.856 0.279  -0.438
N 0.729 -2.057 -1.650  -0.041
N 0.798 2.075 -0.885  0.056
N 0.366 -0.845 -1.017  -0.061
H -0.847 2.272 0.316  0.112
H 1.699 -2.310 -1.456  0.068
H 0.647 -1.909 -2.650  0.055
H 1.197 1.479 -1.600  0.081
H 1.453 2.181 -0.119  0.093
H -0.035 1.532 2.532  0.074
H -1.189 0.191 2.676  0.077
H 0.550 -0.091 2.814  0.075
H 0.278 -2.989 0.515  0.061
H -0.379 -2.134 1.903  0.071
H 1.364 -2.111 1.617  0.081
H -0.983 0.794 -2.370  0.061
H -1.777 2.314 -1.961  0.082
H -2.261 0.773 -1.173  0.081

## Properties
- total charge = 0
- E_HOMO (eV) = -7.0
- HOMO-LUMO gap (eV) = 7.919


Relative energies with respect to the most stable structure, expressed in kcal/mol: (one) 0.0; (two) 1.9; (three) 4.5.


(one)
The following is a DFT calculation (ωB97M-V with the def2-TZVPD basis set) of an isolated ion of composition C4H8N2 and charge +2.

Last column: Löwdin charge in e.
CARTESIAN COORDINATES (ANGSTROEM)
C -0.312 0.632 -0.027  -0.275
C -1.524 -1.510 -0.168  0.181
C 1.129 0.724 0.038  0.210
C 1.777 -0.492 -0.060  0.051
N -0.872 -0.511 0.095  0.108
N -1.111 1.705 -0.034  0.285
H -1.709 -2.246 0.835  0.220
H -1.930 -1.988 -1.085  0.157
H 1.613 1.702 0.213  0.193
H 1.079 -1.228 -0.502  0.131
H 1.760 -0.711 1.088  0.250
H 2.851 -0.576 -0.294  0.164
H -0.688 2.667 -0.154  0.193
H -2.064 1.831 0.054  0.132

## Properties
- total charge = +2
- E_HOMO (eV) = -19.9
- HOMO-LUMO gap (eV) = 7.086


(two)
The following is a DFT calculation (ωB97M-V with the def2-TZVPD basis set) of an isolated ion of composition C4H8N2 and charge +2.

Last column: Löwdin charge in e.
CARTESIAN COORDINATES (ANGSTROEM)
C -0.198 0.708 0.061  -0.139
C -1.233 -1.556 0.585  0.324
C 1.186 0.687 -0.340  -0.021
C 1.024 -0.840 -0.513  0.023
N -0.390 -0.698 0.092  0.022
N -0.921 1.805 0.391  0.344
H -1.077 -2.680 0.398  0.193
H -2.256 -1.199 0.915  0.170
H 1.578 1.159 -1.273  0.184
H 1.858 1.063 0.459  0.182
H 0.971 -0.936 -1.577  0.136
H 1.673 -1.689 -0.003  0.209
H -0.499 2.688 0.263  0.153
H -1.971 1.724 0.619  0.220

## Properties
- total charge = +2
- E_HOMO (eV) = -21.9
- structure (SMILES) = C=[N+]1CCC1=[NH2+]
- HOMO-LUMO gap (eV) = 10.015


Relative energies with respect to the most stable structure, expressed in kcal/mol: (one) 38.3; (two) 0.0.


(one)
The following is a DFT calculation (ωB97M-V with the def2-TZVPD basis set) of an isolated ion of composition C4H8N2 and charge +2.

Last column: Löwdin charge in e.
CARTESIAN COORDINATES (ANGSTROEM)
C -0.680 -1.291 0.120  -0.012
C 1.318 -0.212 0.161  0.252
C 2.243 0.815 -0.027  0.114
C -2.233 0.567 -0.057  -0.041
N 0.749 -1.338 0.251  0.244
N -1.022 -0.103 -0.045  0.070
H -1.281 -2.161 0.084  0.170
H 2.309 1.659 0.724  0.197
H 2.140 1.475 -0.894  0.179
H 3.080 0.216 -0.241  0.150
H -2.676 0.549 -1.082  0.139
H -2.002 1.652 -0.221  0.130
H -3.130 0.382 0.675  0.179
H 1.186 -2.209 0.551  0.229

## Properties
- total charge = +2
- E_HOMO (alpha / beta) (eV) = -19.7 / -19.7
- HOMO-LUMO gap (alpha / beta) (eV) = 6.931 / 6.804


(two)
The following is a DFT calculation (ωB97M-V with the def2-TZVPD basis set) of an isolated ion of composition C4H8N2 and charge +2.

Last column: Löwdin charge in e.
CARTESIAN COORDINATES (ANGSTROEM)
C 0.677 1.893 1.384  -0.113
C -0.067 0.175 -0.250  0.171
C 0.072 2.221 2.533  0.216
C -0.268 -0.853 -1.314  0.024
N 0.246 0.934 0.566  0.196
N 0.134 -2.422 -1.392  0.255
H 1.592 2.369 1.041  0.157
H 0.507 2.983 3.167  0.113
H -0.841 1.758 2.876  0.106
H 0.242 -0.403 -2.178  0.159
H -0.609 -3.006 -0.983  0.185
H -1.346 -0.841 -1.528  0.156
H 1.027 -2.634 -0.922  0.186
H 0.228 -2.645 -2.396  0.189

## Properties
- total charge = +2
- E_HOMO (eV) = -19.0
- structure (SMILES) = C=C[N+]#CC[NH3+]
- HOMO-LUMO gap (eV) = 8.992


Relative energies with respect to the most stable structure, expressed in kcal/mol: (one) 96.8; (two) 0.0.


(one)
The following is a DFT calculation (ωB97M-V with the def2-TZVPD basis set) of a 2-piece molecular cluster, C4H4N2S overall.

Last column: Löwdin charge in e.
CARTESIAN COORDINATES (ANGSTROEM)
C 0.991 -1.190 1.206  -0.188
C -0.136 -0.400 1.209  -0.204
C 0.537 -0.739 -0.833  -0.309
C -1.252 1.761 -1.221  -0.391
N 1.424 -1.341 -0.087  0.013
N -0.439 -0.190 -0.086  -0.015
S -1.392 2.951 -0.244  0.834
H 1.565 -1.527 2.134  0.113
H -0.734 -0.345 2.064  0.073
H 0.616 -0.649 -1.917  0.100
H -1.179 1.669 -2.225  -0.026

## Properties
- total charge = 0
- E_HOMO (alpha / beta) (eV) = -8.1 / -8.1
- HOMO-LUMO gap (alpha / beta) (eV) = 5.987 / 5.983


(two)
The following is a DFT calculation (ωB97M-V with the def2-TZVPD basis set) of one molecule with the formula C4H4N2S.

Last column: Löwdin charge in e.
CARTESIAN COORDINATES (ANGSTROEM)
C -0.120 -1.182 -1.081  -0.275
C 1.295 0.478 -0.041  -0.289
C -0.901 1.115 0.072  -0.060
C -0.023 -0.144 -0.069  -0.567
N -0.104 -1.930 -1.944  0.189
N 2.327 0.974 0.002  0.197
S -0.057 -1.403 1.690  0.662
H -0.597 1.593 0.911  0.047
H -2.000 0.821 0.103  0.117
H -0.891 1.716 -0.832  0.100
H 1.071 -2.037 1.186  -0.120

## Properties
- total charge = 0
- E_HOMO (eV) = -10.4
- structure (SMILES) = CC(S)(C#N)C#N
- HOMO-LUMO gap (eV) = 9.285


Relative energies with respect to the most stable structure, expressed in kcal/mol: (one) 59.4; (two) 0.0.